[1]
12
Properties=species:S:1:pos:R:3 method="wB97M-V/def2-TZVPD" smiles="Nc1c[nH]c(=O)[nH]1" e_above_lowest_ev=0.238 fmax_ev_per_a=0.36 homo_lumo_gap_ev=8.8 total_energy_ha=-356.84863
N 2.04 -0.24 -0.11
C 0.68 0.02 0.02
C -0.09 1.13 -0.08
N -1.42 0.72 0.02
C -1.52 -0.65 0.18
O -2.53 -1.32 0.29
N -0.20 -1.06 0.17
H 2.37 -0.22 -1.06
H 2.68 0.18 0.54
H 0.17 2.17 -0.23
H -2.24 1.30 -0.03
H 0.06 -2.02 0.29

[2]
12
Properties=species:S:1:pos:R:3 method="wB97M-V/def2-TZVPD" e_above_lowest_ev=5.537 fmax_ev_per_a=15.98 homo_lumo_gap_ev=10.7 total_energy_ha=-269.14277
C -0.93 -0.30 0.73
C -0.33 1.02 0.05
C -0.41 -0.72 -0.35
C 1.19 -0.64 -0.27
C 1.20 0.66 0.09
H -0.57 -0.55 1.69
H -2.04 -0.48 0.69
H -0.79 2.13 0.01
H -0.50 -1.71 -0.84
H 2.06 -1.34 -0.62
H 2.02 1.58 -0.02
O -0.90 0.36 -1.15

[3]
12
Properties=species:S:1:pos:R:3 method="wB97M-V/def2-TZVPD" smiles="NNC1=NSC=NS1" e_above_lowest_ev=3.240 fmax_ev_per_a=5.03 homo_lumo_gap_ev=8.6 total_energy_ha=-1093.88362
C 0.20 0.15 -0.43
C -2.55 0.05 0.37
H 2.01 -1.20 0.51
H 2.99 -0.75 -0.92
H 1.63 1.26 0.84
H -3.30 -0.09 1.25
N 2.56 -0.39 0.07
N 1.49 0.60 -0.18
N -0.21 -1.09 -0.42
N -2.15 1.24 0.23
S -1.80 -1.31 -0.54
S -0.85 1.52 -0.75

[4]
23
Properties=species:S:1:pos:R:3 method="wB97M-V/def2-TZVPD" e_above_lowest_ev=5.950 fmax_ev_per_a=3.56 homo_lumo_gap_ev="8.1 / 8.1" total_energy_ha=-786.17075
C 1.35 -0.21 1.33
C 1.42 0.55 2.49
C -0.68 -0.94 0.28
C 0.13 -1.06 1.59
C 1.11 0.82 0.24
C -0.08 0.06 2.80
C 0.94 1.77 1.62
C -0.15 0.22 -0.54
C -1.01 -0.42 -2.81
C 0.29 -0.15 -1.96
S -0.74 1.56 2.09
H -0.76 -2.00 -0.30
H -1.77 -0.62 0.45
H 0.02 -2.14 2.02
H 1.95 1.02 -0.50
H -0.48 -0.32 3.75
H 1.34 2.75 1.77
H -0.82 1.01 -0.67
H -1.40 -1.38 -2.44
H -0.69 -0.89 -3.78
H -1.59 0.48 -3.01
H 0.65 0.89 -2.41
H 0.98 -1.01 -2.00

[5]
55
Properties=species:S:1:pos:R:3 method="wB97M-V/def2-TZVPD" total_charge=-1 e_above_lowest_ev=0.000 fmax_ev_per_a=7.34 spin_multiplicity=5 homo_lumo_gap_ev="4.1 / 4.9" total_energy_ha=-1582.86317
Ru 0.02 0.08 -1.01
C 1.83 0.28 0.47
C 2.31 -0.55 -0.57
C 2.35 0.20 -1.75
H 2.53 -1.60 -0.47
C 1.89 1.50 -1.46
C 1.60 1.56 -0.08
H 1.26 2.42 0.46
H 1.68 -0.02 1.49
H 2.63 -0.17 -2.72
H 1.80 2.31 -2.17
C -2.13 0.16 0.08
C -1.44 1.31 0.46
C -1.22 2.10 -0.70
H -1.11 1.55 1.46
C -1.76 1.42 -1.80
C -2.32 0.21 -1.32
H -2.77 -0.57 -1.91
H -2.40 -0.66 0.72
H -0.71 3.04 -0.73
H -1.77 1.77 -2.81
O -0.07 -0.90 -3.01
C -0.18 -0.54 -4.45
C 0.51 -1.87 -4.82
C 0.57 0.72 -4.77
C -1.63 -0.49 -4.86
C 0.42 -2.24 -3.34
H 1.52 -1.74 -5.18
H -0.05 -2.50 -5.50
H -0.31 -2.99 -3.07
H 1.35 -2.45 -2.83
H 0.55 0.88 -5.85
H 1.60 0.66 -4.45
H 0.11 1.58 -4.29
H -1.73 -0.77 -5.90
H -2.05 0.51 -4.73
H -2.23 -1.18 -4.26
O 0.17 -2.81 2.14
C -0.24 -1.56 2.14
O -0.15 -0.94 0.96
C -0.22 -0.81 3.49
C -0.99 0.34 3.82
C -0.86 1.01 5.07
C 0.03 0.48 6.02
C 0.78 -0.67 5.75
C 0.65 -1.29 4.49
N 1.69 -1.18 6.73
O 1.77 -0.66 7.81
O 2.38 -2.12 6.48
N -1.59 2.20 5.37
O -2.27 2.73 4.53
O -1.47 2.74 6.43
H -1.72 0.73 3.15
H 0.13 0.97 6.98
H 1.26 -2.16 4.28

[6]
10
Properties=species:S:1:pos:R:3 method="wB97M-V/def2-TZVPD" total_charge=+1 e_above_lowest_ev=5.012 fmax_ev_per_a=5.36 homo_lumo_gap_ev=10.3 total_energy_ha=-209.34153
C 0.13 1.15 -0.32
C 0.42 -0.25 -0.26
N -0.47 -1.05 0.63
O 1.22 0.62 0.42
H 0.48 1.78 -2.02
H -0.61 1.83 0.07
H 0.83 -0.85 -1.01
H -0.49 -0.33 1.54
H -0.06 -1.97 0.81
H -1.44 -0.93 0.15

[7]
77
Properties=species:S:1:pos:R:3 method="wB97M-V/def2-TZVPD" e_above_lowest_ev=1.245 fmax_ev_per_a=1.02 spin_multiplicity=2 homo_lumo_gap_ev="7.3 / 7.6" total_energy_ha=-3503.55029
Co 0.50 0.58 -1.61
C -3.50 -4.12 1.29
C -2.69 -2.92 0.88
C -3.23 -1.63 0.96
C -2.50 -0.51 0.61
C -3.12 0.85 0.58
O -2.85 1.68 -0.26
C -4.16 1.17 1.62
C -4.12 0.65 2.91
C -5.07 1.04 3.84
C -6.07 1.93 3.49
C -6.11 2.46 2.21
C -5.16 2.08 1.28
C -1.15 -0.64 0.16
O -0.41 0.41 0.01
C -0.63 -1.97 0.00
C -1.41 -3.06 0.39
C 0.68 -2.19 -0.61
N 1.27 -1.30 -1.32
C 2.53 -1.57 -2.01
C 3.33 -0.31 -2.34
Te 2.35 0.96 -3.83
C 2.00 2.85 -2.86
C 3.07 3.73 -2.71
C 2.86 5.02 -2.25
C 1.58 5.44 -1.92
C 0.51 4.57 -2.07
C 0.71 3.29 -2.55
C 1.31 -3.53 -0.37
C 1.75 -3.84 0.91
C 2.37 -5.05 1.17
C 2.56 -5.96 0.14
C 2.10 -5.67 -1.14
C 1.49 -4.45 -1.39
H -4.49 -3.83 1.63
H -3.01 -4.66 2.11
H -3.62 -4.82 0.46
H -4.26 -1.52 1.27
H -3.34 -0.04 3.20
H -5.03 0.64 4.85
H -6.81 2.24 4.22
H -6.89 3.16 1.93
H -5.16 2.49 0.28
H -1.01 -4.06 0.28
H 2.30 -2.09 -2.94
H 3.17 -2.23 -1.41
H 4.27 -0.62 -2.80
H 3.54 0.29 -1.47
H 4.07 3.41 -2.98
H 3.70 5.70 -2.15
H 1.41 6.46 -1.58
H -0.50 4.89 -1.82
H -0.17 2.67 -2.74
H 1.59 -3.12 1.71
H 2.71 -5.28 2.17
H 3.05 -6.91 0.34
H 2.23 -6.39 -1.93
H 1.12 -4.23 -2.39
N -3.13 1.18 -6.87
C -2.70 0.65 -5.93
N -2.24 -0.03 -4.92
C -1.51 0.16 -3.92
N -0.84 0.22 -2.96
C 3.66 2.29 4.04
C 3.10 1.96 2.69
C 2.64 2.94 1.81
C 2.14 2.58 0.57
N 2.07 1.32 0.14
C 2.50 0.38 0.99
C 3.01 0.64 2.24
H 3.58 3.35 4.25
H 4.71 2.00 4.09
H 3.13 1.73 4.81
H 2.67 3.99 2.09
H 1.79 3.34 -0.10
H 2.43 -0.64 0.64
H 3.34 -0.17 2.87

[8]
21
Properties=species:S:1:pos:R:3 method="wB97M-V/def2-TZVPD" total_charge=+1 e_above_lowest_ev=1.222 fmax_ev_per_a=6.96 spin_multiplicity=2 homo_lumo_gap_ev="11.5 / 7.7" total_energy_ha=-311.86695
C -2.16 0.96 0.80
C -0.82 0.43 1.19
C -0.15 -0.04 -0.09
C 0.89 0.55 -0.69
C 1.57 0.13 -1.97
C -0.82 -1.23 -0.72
H -2.40 1.69 1.62
H -2.24 1.47 -0.17
H -3.04 0.27 0.75
H -0.86 -0.36 2.00
H -0.10 1.26 1.61
H 1.41 1.24 -0.01
H 2.70 0.23 -1.75
H 1.36 0.76 -2.94
H 1.44 -0.80 -2.21
H -0.42 -1.39 -1.74
H -0.79 -2.12 -0.24
H -1.93 -1.15 -0.84
H 2.52 0.05 1.98
H 2.03 -1.39 1.53
O 1.81 -0.56 1.87

[9]
115
Properties=species:S:1:pos:R:3 method="wB97M-V/def2-TZVPD" total_charge=+1 e_above_lowest_ev=0.655 fmax_ev_per_a=0.85 spin_multiplicity=3 homo_lumo_gap_ev="8.8 / 7.2" total_energy_ha=-3618.66963
Au -0.56 -0.38 0.11
C 4.74 -1.04 -1.67
N 3.61 -0.66 -0.83
C 2.33 -0.98 -1.00
N 1.61 -0.35 -0.08
C 2.53 0.36 0.63
N 3.76 0.20 0.20
C 5.05 0.01 -2.73
C 6.36 0.31 -3.05
C 6.65 1.28 -4.01
C 5.63 1.98 -4.62
C 4.31 1.69 -4.30
C 4.02 0.69 -3.37
C 3.22 2.50 -4.83
N 3.28 3.60 -5.49
N 1.97 4.08 -5.59
C 1.22 3.23 -5.00
O 1.94 2.19 -4.50
C -0.21 3.29 -4.65
C -1.16 2.44 -5.23
C -2.47 2.49 -4.78
C -2.81 3.30 -3.70
C -1.85 4.10 -3.09
C -2.09 4.71 -1.72
N -1.40 3.85 -0.74
C -1.75 2.61 -0.41
N -0.73 2.00 0.18
C 0.25 2.96 0.18
N -0.13 4.09 -0.37
C -0.56 4.12 -3.60
H 4.51 -2.00 -2.13
H 5.60 -1.16 -1.02
H 1.95 -1.65 -1.75
H 2.28 0.98 1.48
H 7.17 -0.21 -2.55
H 7.68 1.50 -4.25
H 5.84 2.78 -5.33
H 2.99 0.48 -3.14
H -0.87 1.77 -6.02
H -3.22 1.86 -5.24
H -3.83 3.30 -3.32
H -3.14 4.76 -1.47
H -1.64 5.70 -1.64
H -2.72 2.18 -0.61
H 1.23 2.82 0.60
H 0.19 4.74 -3.13
C -4.00 0.09 -0.42
O -2.84 -0.72 -0.21
Si -2.87 -2.42 -0.07
C -3.87 -2.83 1.44
C -3.86 -3.05 -1.53
C -1.02 -2.68 -0.03
Si -0.34 -3.37 -1.64
C -1.25 -4.94 -2.15
C -0.55 -2.05 -2.98
C 1.48 -3.90 -1.71
Si -0.41 -3.52 1.55
C -1.14 -5.25 1.53
C 1.46 -3.70 1.62
C -0.94 -2.69 3.15
H -4.91 -0.53 -0.46
H -3.92 0.62 -1.37
H -4.12 0.79 0.40
H -4.79 -2.24 1.44
H -3.34 -2.61 2.37
H -4.16 -3.89 1.46
H -4.78 -2.46 -1.63
H -4.16 -4.09 -1.38
H -3.32 -2.98 -2.48
H -2.30 -4.98 -1.84
H -0.75 -5.82 -1.72
H -1.21 -5.04 -3.24
H -1.60 -1.94 -3.28
H 0.03 -2.31 -3.87
H -0.21 -1.06 -2.63
H 2.08 -3.62 -0.84
H 1.95 -3.49 -2.61
H 1.53 -4.99 -1.80
H -0.82 -5.81 0.64
H -2.24 -5.22 1.54
H -0.81 -5.81 2.41
H 1.81 -4.54 1.00
H 1.76 -3.90 2.65
H 1.98 -2.79 1.29
H -1.86 -3.14 3.55
H -1.12 -1.61 3.06
H -0.16 -2.83 3.91
C 1.11 1.00 6.28
Si 1.21 0.98 4.41
C 2.23 -0.53 3.92
C 2.07 2.57 3.85
C -0.44 0.93 3.57
Si -2.04 1.71 4.08
C -3.46 0.69 3.38
C -2.23 1.83 5.94
C -2.10 3.45 3.37
H 2.12 0.88 6.69
H 0.49 0.18 6.66
H 0.70 1.94 6.66
H 3.24 -0.26 3.59
H 1.75 -1.11 3.13
H 2.34 -1.20 4.78
H 3.15 2.45 3.80
H 1.85 3.37 4.56
H 1.71 2.91 2.87
H -0.46 0.59 2.53
H -3.77 -0.08 4.09
H -3.15 0.18 2.46
H -4.33 1.32 3.16
H -2.05 0.87 6.43
H -3.25 2.14 6.19
H -1.54 2.56 6.37
H -2.09 3.43 2.27
H -1.22 4.02 3.70
H -2.99 3.98 3.70

[10]
9
Properties=species:S:1:pos:R:3 method="wB97M-V/def2-TZVPD" total_charge=-1 e_above_lowest_ev=1.822 fmax_ev_per_a=3.20 spin_multiplicity=3 homo_lumo_gap_ev="6.4 / 7.3" total_energy_ha=-3143.77876
C 1.57 0.19 -0.18
C 0.39 0.30 0.47
O -1.59 -2.18 1.02
O -1.17 -0.02 -1.85
P -1.19 -0.02 -0.38
Br -2.57 1.55 0.31
H 2.42 -0.08 0.37
H 1.64 0.42 -1.30
H 0.50 -0.14 1.53

[11]
14
Properties=species:S:1:pos:R:3 method="wB97M-V/def2-TZVPD" e_above_lowest_ev=3.069 fmax_ev_per_a=4.73 homo_lumo_gap_ev=9.3 total_energy_ha=-354.07859
C -0.35 0.27 -0.22
C 1.92 -0.59 -0.03
H -2.46 -1.73 0.68
H -2.83 -1.33 -0.68
H -2.00 1.32 0.38
H -0.41 2.07 0.67
H 1.38 1.55 -0.09
H 1.25 -1.45 -0.05
H 3.74 0.16 -0.39
N -2.35 -0.91 0.05
N -1.00 -0.86 -0.18
N -1.03 1.53 -0.16
N 0.99 0.50 0.00
N 3.16 -0.54 0.02

[12]
10
Properties=species:S:1:pos:R:3 method="wB97M-V/def2-TZVPD" total_charge=+1 e_above_lowest_ev=6.817 fmax_ev_per_a=4.02 homo_lumo_gap_ev="7.7 / 7.7" total_energy_ha=-317.59125
C 0.86 0.48 0.26
C -1.00 -0.96 -0.26
N 0.31 -0.68 0.22
N 0.42 1.60 -0.33
N -1.83 0.12 0.17
O -1.32 1.17 0.17
H 1.61 0.47 1.05
H -0.88 -1.19 -1.36
H -1.43 -1.82 0.24
H 0.74 2.55 0.04

[13]
23
Properties=species:S:1:pos:R:3 method="wB97M-V/def2-TZVPD" e_above_lowest_ev=3.814 fmax_ev_per_a=4.37 homo_lumo_gap_ev=8.1 total_energy_ha=-1026.85131
C 1.01 1.21 -0.37
C 1.56 0.20 -1.26
C -1.69 -1.90 -0.07
C -1.62 -0.60 0.26
C 0.07 1.05 0.56
C -2.63 0.53 -0.46
C 2.23 -0.94 -0.98
C 0.56 -1.28 0.69
C -0.81 2.08 1.31
N -0.32 -0.28 0.73
O -3.62 0.78 0.10
O -2.11 0.78 -1.52
O 3.11 -1.16 0.12
S -0.14 -2.77 0.30
H 1.35 2.23 -0.71
H 1.25 0.27 -2.35
H -2.62 -2.45 -0.14
H 2.48 -1.46 -1.91
H 1.41 -1.18 1.37
H -0.92 1.73 2.35
H -1.80 2.11 0.72
H -0.27 3.16 1.30
H 3.52 -2.11 -0.04

[14]
28
Properties=species:S:1:pos:R:3 method="wB97M-V/def2-TZVPD" fmax_ev_per_a=7.88 spin_multiplicity=3 homo_lumo_gap_ev="6.6 / 5.6" total_energy_ha=-1120.68804
C 1.82 0.72 0.90
C 2.36 2.04 1.41
C 0.85 -2.39 0.29
C -1.60 -2.26 0.16
C 0.00 1.35 -2.35
C -0.42 -0.20 0.38
N 0.42 0.76 0.78
N -0.36 -1.53 0.29
O -2.69 0.22 1.67
O 2.59 -0.20 0.84
O -2.96 0.23 -0.81
O -1.72 2.02 0.26
O -0.42 0.00 -2.01
S -2.21 0.65 0.34
H 1.93 2.98 1.18
H 3.38 2.10 1.23
H 2.22 1.86 2.54
H 1.67 -2.02 0.94
H 0.65 -3.35 0.61
H 1.23 -2.44 -0.74
H -2.03 -2.15 -0.86
H -1.51 -3.24 0.43
H -2.46 -1.80 0.77
H 0.12 1.32 -3.46
H 1.04 1.36 -1.92
H -0.55 2.08 -1.85
H 0.01 1.76 0.76
H -1.35 0.12 -1.78

[15]
57
Properties=species:S:1:pos:R:3 method="wB97M-V/def2-TZVPD" smiles="CCCn1c(N)c(N(CCOC)C(=O)c2cc3c(s2)CCCCC3)c(=O)[nH]c1=O" e_above_lowest_ev=0.763 fmax_ev_per_a=0.91 homo_lumo_gap_ev=8.4 total_energy_ha=-1697.16362
C -1.17 -4.62 1.71
H -2.16 -4.59 2.14
H -1.13 -5.41 0.96
C -0.82 -3.27 1.08
H -0.89 -2.48 1.83
H -1.55 -3.04 0.30
C 0.57 -3.30 0.45
N 0.95 -2.00 -0.07
C 1.46 -1.02 0.75
C 1.74 0.23 0.26
C 1.49 0.57 -1.12
O 1.65 1.64 -1.65
N 0.98 -0.51 -1.85
C 0.68 -1.76 -1.41
O 0.20 -2.61 -2.13
H 0.79 -0.33 -2.83
N 2.24 1.24 1.13
C 1.45 2.30 1.45
O 1.86 3.30 1.99
C 0.01 2.09 1.12
C -0.75 2.82 0.26
C -2.07 2.32 0.11
C -2.31 1.23 0.89
S -0.91 0.79 1.82
C -3.55 0.42 0.96
H -3.42 -0.38 1.70
C -3.90 -0.20 -0.40
C -4.48 0.81 -1.39
C -3.50 1.87 -1.90
H -2.61 1.38 -2.30
H -3.98 2.40 -2.72
C -3.08 2.88 -0.83
H -2.64 3.76 -1.33
H -3.96 3.22 -0.28
H -4.86 0.25 -2.25
H -5.34 1.31 -0.93
H -3.00 -0.66 -0.83
H -4.63 -0.99 -0.24
H -4.39 1.04 1.29
H -0.36 3.66 -0.28
C 3.68 1.35 1.28
C 4.37 1.56 -0.07
O 4.40 0.33 -0.76
C 4.81 0.47 -2.10
H 4.79 -0.53 -2.53
H 4.12 1.12 -2.65
H 5.82 0.88 -2.16
H 3.82 2.31 -0.65
H 5.40 1.93 0.10
H 3.86 2.20 1.93
H 4.06 0.43 1.73
N 1.73 -1.33 2.05
H 1.19 -2.05 2.49
H 1.92 -0.52 2.63
H 0.56 -3.98 -0.41
H 1.33 -3.64 1.16
H -0.46 -4.87 2.50